[1]
Computed, not measured: a cluster of 12 separate species, C33H77ClN11O15 in total, with ωB97M-V with the def2-TZVPD basis set.

```
! wB97M-V def2-TZVPD RIJCOSX def2/J DEFGRID3
* xyz -1 1
Cl 1.32468 -4.12373 16.33030
O 0.01769 -4.51476 16.83673
O 1.26708 -2.71170 16.02178
O 2.31124 -4.37507 17.35158
O 1.60328 -4.84547 15.10775
C 5.51404 -10.17036 11.94098
C 5.54139 -9.04758 12.92330
O 6.57694 -8.69473 13.45354
N 4.35399 -8.48670 13.24573
C 4.15930 -7.46136 14.24118
H 4.64134 -10.18268 11.28149
H 5.50346 -11.13188 12.46139
H 6.39089 -10.21443 11.29899
H 3.52113 -8.92883 12.89713
H 4.29804 -7.83622 15.26229
H 3.16181 -7.02714 14.28298
H 4.92141 -6.68606 14.17568
C -2.46143 -0.34371 11.90991
C -2.24244 -0.56977 13.38980
O -2.08955 0.38292 14.17174
N -2.36512 -1.82197 13.81191
C -2.39056 -2.29636 15.19450
H -3.15223 0.47486 11.72130
H -2.73498 -1.22946 11.34203
H -1.50061 0.03156 11.53641
H -2.21820 -2.52551 13.09550
H -1.89821 -3.26145 15.29029
H -3.43739 -2.33321 15.48700
H -1.81621 -1.61107 15.81223
C -0.61643 -5.90322 12.58143
C -1.68445 -5.15562 11.82276
O -1.73935 -3.93576 11.89203
N -2.56386 -5.90413 11.13564
C -3.58691 -5.35365 10.28178
H 0.36878 -5.77209 12.13097
H -0.78636 -6.97181 12.73340
H -0.42355 -5.54113 13.59542
H -2.58112 -6.88262 11.35854
H -3.21287 -4.54472 9.65976
H -4.45852 -4.99119 10.83276
H -3.95235 -6.14660 9.62903
C 0.27190 -8.19275 14.99673
C 1.33127 -8.57875 16.00431
O 1.82090 -9.70004 15.96041
N 1.66063 -7.63340 16.90321
C 2.52093 -7.83352 18.04751
H 0.75220 -8.07355 14.02726
H -0.25015 -7.27686 15.28796
H -0.51018 -8.94972 14.97743
H 1.24084 -6.73360 16.75004
H 3.41184 -8.40924 17.78635
H 2.00946 -8.39441 18.82951
H 2.89372 -6.85571 18.34550
C 4.55536 -1.63364 14.17238
C 4.59461 -0.15162 13.89958
O 5.05147 0.64850 14.71208
N 3.97676 0.24094 12.76776
C 3.89489 1.61485 12.33224
H 5.30041 -1.91562 14.91277
H 4.89966 -2.19530 13.29480
H 3.53504 -1.94253 14.40194
H 3.52042 -0.46177 12.20439
H 4.41774 2.36295 12.91372
H 2.84437 1.92016 12.40378
H 4.13103 1.71583 11.27039
C 0.84544 -1.99804 12.55062
C 2.00609 -2.65555 11.86456
O 2.63001 -2.11783 10.95148
N 2.22822 -3.92326 12.25423
C 3.14171 -4.82427 11.58046
H 0.56686 -2.59647 13.41763
H -0.00103 -1.96218 11.86490
H 1.06476 -0.96299 12.81359
H 1.89280 -4.27438 13.13603
H 3.41691 -4.50195 10.57801
H 2.65371 -5.79672 11.50042
H 4.10354 -4.91275 12.09213
C -0.01038 3.72282 13.00400
C 0.81891 2.95102 14.00382
O 1.91536 3.33902 14.39863
N 0.25129 1.84807 14.51782
C 0.94083 0.88022 15.35776
H -1.04825 3.39151 13.10301
H 0.35632 3.50366 12.00346
H -0.02346 4.77608 13.26994
H -0.64985 1.51352 14.16925
H 0.61341 0.94602 16.39846
H 2.02274 0.98811 15.31908
H 0.61940 -0.08955 14.97424
C -0.97656 -1.18949 18.43808
C -0.20899 -0.45515 19.50393
O -0.23522 0.76644 19.57630
N 0.53157 -1.23268 20.32107
C 1.35719 -0.73121 21.38330
H -0.44674 -1.05026 17.49193
H -2.00996 -0.89435 18.27564
H -0.98592 -2.27643 18.57259
H 0.41322 -2.22300 20.16774
H 0.87658 -0.85279 22.36009
H 1.55331 0.32867 21.24601
H 2.28967 -1.29260 21.46893
C 5.67920 -1.93059 21.04022
C 5.44229 -1.73188 19.56234
O 6.23896 -2.20316 18.75545
N 4.30947 -1.11635 19.15498
C 3.90673 -0.99838 17.76260
H 6.30739 -1.16278 21.49269
H 6.27287 -2.84060 21.12192
H 4.75529 -2.06755 21.60083
H 3.95428 -0.43302 19.80748
H 3.97707 -1.92306 17.19771
H 4.54783 -0.26056 17.27257
H 2.89385 -0.61441 17.65972
C 5.78152 -4.65800 16.45620
C 6.62675 -5.86586 16.82441
O 7.04060 -6.63122 15.96343
N 6.78824 -6.12578 18.13664
C 6.29025 -5.36159 19.27746
H 6.15798 -3.75735 16.94993
H 4.75126 -4.87833 16.74225
H 5.84046 -4.40807 15.39987
H 7.39750 -6.87169 18.42244
H 5.39037 -4.77906 19.09595
H 7.03454 -4.58681 19.49893
H 6.22139 -5.98044 20.16886
C 2.76521 -4.24628 20.74426
C 1.35336 -4.33740 21.30908
O 1.15294 -4.59050 22.49196
N 0.39064 -4.32159 20.36930
C -1.00682 -4.48859 20.66108
H 3.01085 -5.17254 20.22394
H 3.49403 -4.16360 21.54749
H 2.86399 -3.38216 20.08315
H 0.75895 -4.38160 19.42830
H -1.27386 -5.48870 21.00574
H -1.65549 -4.26757 19.81413
H -1.27597 -3.74734 21.41726
*
```

Results
LUMO, eV: 1.68

Results of the Löwdin charge analysis, in e, for atoms 1 through 8: number 1, Cl, carries 0.641; number 2, O, carries -0.370; number 3, O, carries -0.354; number 4, O, carries -0.351; number 5, O, carries -0.369; number 6, C, carries -0.018; number 7, C, carries -0.569; number 8, O, carries 0.059

[2]
Computed, not measured: a cluster of 7 separate species, C33H78N4O3 in total, with ωB97M-V with the def2-TZVPD basis set.

```
! wB97M-V def2-TZVPD RIJCOSX def2/J DEFGRID3
* xyz -1 2
C 8.99437 -10.04683 8.92647
C 10.26001 -9.49814 9.74296
N 11.05805 -8.64264 8.98391
C 11.70621 -9.37470 7.84217
C 12.53244 -10.70515 8.27991
C 12.03870 -7.94834 9.82410
C 12.60232 -6.64323 9.17262
H 8.54521 -9.32781 8.24137
H 8.20564 -10.38606 9.59797
H 9.31283 -10.96288 8.42893
H 9.82571 -8.96667 10.58973
H 10.85502 -10.23300 10.28522
H 10.96789 -9.79417 7.15879
H 12.31829 -8.69757 7.24638
H 13.10257 -11.07048 7.42575
H 13.31779 -10.51027 9.01022
H 11.92300 -11.50829 8.69424
H 12.80446 -8.63327 10.18822
H 11.57128 -7.57919 10.73699
H 12.07087 -5.81374 9.63911
H 12.58814 -6.55649 8.08617
H 13.66275 -6.49684 9.37788
C 0.90939 -12.77872 13.65940
C 2.15020 -12.37283 12.88945
N 2.98241 -11.47233 13.68933
C 3.56949 -10.37806 12.86525
C 4.75035 -10.83435 12.03798
C 3.82048 -12.11764 14.71192
C 4.57878 -11.12236 15.61922
H 0.45434 -12.10701 14.38728
H 1.22515 -13.67781 14.18859
H 0.19913 -13.12071 12.90662
H 2.72312 -13.23199 12.54057
H 1.80180 -11.88877 11.97708
H 2.91285 -9.85927 12.16684
H 3.80748 -9.47840 13.43276
H 5.36153 -11.37665 12.75942
H 4.50586 -11.60188 11.30366
H 5.29844 -10.09262 11.45701
H 4.55452 -12.83961 14.35411
H 3.24156 -12.87252 15.24401
H 4.99932 -10.27591 15.07629
H 5.46230 -11.62756 16.00944
H 4.01359 -10.72516 16.46236
C 8.48807 -5.67896 16.61628
C 8.28398 -5.36775 18.08638
N 7.44603 -4.22154 18.37912
C 8.06855 -2.99044 17.83507
C 7.03056 -1.85223 17.70869
C 7.18997 -4.10446 19.83648
C 6.53098 -5.33574 20.55765
H 9.06446 -4.91732 16.09115
H 7.62518 -5.71257 15.95116
H 8.88649 -6.67846 16.44199
H 7.82397 -6.32454 18.33352
H 9.27985 -5.23970 18.51059
H 8.90953 -2.62740 18.42588
H 8.43409 -3.06608 16.81098
H 6.10179 -2.19399 17.25184
H 6.82811 -1.47587 18.71143
H 7.33915 -0.99090 17.11625
H 6.55030 -3.24852 20.05157
H 8.14607 -4.08340 20.35949
H 5.68890 -5.58765 19.91303
H 6.18549 -5.01502 21.54044
H 7.24559 -6.15016 20.67664
C 6.93568 -14.07274 10.04271
C 8.05300 -14.74858 10.86284
N 9.42599 -14.19684 10.61447
C 9.64814 -14.39763 9.18454
C 11.17352 -14.55699 8.86564
C 9.69954 -12.88311 11.16416
C 9.58423 -12.84698 12.68249
H 6.47580 -14.79497 9.36817
H 7.23985 -13.13146 9.58491
H 6.10790 -13.85419 10.71734
H 7.89113 -14.88280 11.93236
H 8.03827 -15.78442 10.52382
H 9.22521 -13.53022 8.67777
H 9.15944 -15.34004 8.93728
H 11.47425 -13.51276 8.78055
H 11.49143 -15.19022 8.03736
H 11.73670 -14.89147 9.73689
H 10.72142 -12.66584 10.85327
H 9.09956 -12.11205 10.68084
H 10.38647 -13.40662 13.16343
H 9.64349 -11.79377 12.95699
H 8.72491 -13.29417 13.18218
C 3.22901 -6.22487 14.95660
C 4.28559 -6.93208 15.82653
O 5.27449 -7.55850 15.33682
C 4.29778 -6.70849 17.35449
H 2.61380 -7.06689 14.63944
H 3.49195 -5.81278 13.98236
H 2.52892 -5.62621 15.53935
H 3.25328 -6.63987 17.65852
H 4.68003 -5.71618 17.59382
H 4.82956 -7.37358 18.03491
C 9.29554 -6.41694 12.82762
C 9.42298 -7.83849 13.14842
O 10.50435 -8.33777 13.48373
C 8.21516 -8.70546 13.05928
H 10.30014 -6.03250 12.65133
H 9.05396 -5.94470 13.77985
H 8.58906 -6.11067 12.05614
H 7.53732 -8.47798 13.88202
H 8.40304 -9.76938 13.20370
H 7.69919 -8.44382 12.13546
C 15.01885 -9.07794 13.81165
C 14.97688 -7.53207 13.54487
O 15.78644 -6.93855 12.85089
C 13.74659 -6.88230 14.04636
H 16.04684 -9.35919 14.04020
H 14.56171 -9.74066 13.07685
H 14.42071 -9.26581 14.70331
H 12.88890 -7.31374 13.53029
H 13.66393 -5.82969 13.77567
H 13.72742 -7.09165 15.11590
*
```

Results
Energy above the lowest of the compared OMol25 structures with the same formula, charge and spin, kJ/mol: 0.00
LUMO (alpha / beta), eV: 2.32 / 2.30

Results of the Löwdin charge analysis, in e, for atoms 1 through 8: number 1, C, carries -0.055; number 2, C, carries -0.277; number 3, N, carries -0.197; number 4, C, carries -0.167; number 5, C, carries -0.065; number 6, C, carries -0.230; number 7, C, carries -0.070; number 8, H, carries 0.074

[3]
Computed, not measured: a cluster of 6 separate species, C33H78O18S in total, with ωB97M-V with the def2-TZVPD basis set.

```
! wB97M-V def2-TZVPD RIJCOSX def2/J DEFGRID3
* xyz 0 1
O -19.13416 -10.77319 -14.67230
S -19.92969 -11.76121 -14.01868
O -21.08156 -11.42701 -13.18784
O -20.44219 -12.86641 -15.13340
C -21.68575 -13.47088 -14.90057
C -21.96744 -14.53940 -16.00226
C -18.86508 -12.78002 -12.95608
H -22.60499 -12.89890 -14.73972
H -21.73130 -14.03853 -13.95674
H -21.08808 -15.16283 -16.14941
H -22.25615 -14.01778 -16.90845
H -22.69645 -15.14772 -15.46734
H -18.32772 -12.09732 -12.30722
H -18.27802 -13.33003 -13.69146
H -19.49360 -13.51244 -12.45694
C -13.32158 -6.66694 -19.80510
O -13.23996 -6.58047 -18.40608
C -12.71211 -5.34550 -17.94652
C -13.53342 -4.88225 -16.72360
O -13.57000 -5.88220 -15.72065
C -12.32964 -6.13081 -15.07912
C -12.67821 -7.10466 -13.95324
O -13.14547 -8.38340 -14.36217
C -12.33037 -9.03533 -15.29747
H -14.03614 -5.95599 -20.23412
H -13.64603 -7.66335 -20.10805
H -12.32913 -6.52774 -20.25382
H -12.71910 -4.52896 -18.67486
H -11.66098 -5.55179 -17.73815
H -14.55278 -4.80520 -17.10457
H -13.22936 -3.91847 -16.30615
H -11.94381 -5.23483 -14.57688
H -11.58326 -6.51857 -15.77159
H -13.38676 -6.72330 -13.22400
H -11.76152 -7.32202 -13.38190
H -11.31196 -9.26407 -14.97488
H -12.43568 -8.58449 -16.29121
H -12.80365 -10.00870 -15.47908
C -23.91154 -4.97883 -18.29061
O -23.76777 -6.13298 -17.49107
C -23.18297 -7.21441 -18.17344
C -21.72891 -7.01846 -18.55102
O -20.97805 -6.73900 -17.38085
C -19.95336 -5.80251 -17.55645
C -18.61634 -6.41422 -18.02556
O -17.84658 -5.34162 -18.51665
C -16.62009 -5.70113 -19.10789
H -24.52178 -4.31294 -17.67896
H -24.40192 -5.11896 -19.26138
H -22.96989 -4.46327 -18.50650
H -23.71163 -7.43386 -19.11475
H -23.26023 -8.07954 -17.51038
H -21.68740 -6.21629 -19.29809
H -21.28512 -7.89784 -19.02705
H -19.85599 -5.16681 -16.67251
H -20.18125 -5.03815 -18.31436
H -18.86193 -7.00866 -18.90851
H -18.21235 -7.00344 -17.20408
H -16.33751 -4.90353 -19.79773
H -16.75558 -6.61025 -19.69855
H -15.80474 -5.79540 -18.39184
C -15.20475 -10.58995 -11.09588
O -15.91402 -10.56645 -12.31636
C -15.12174 -10.62787 -13.48585
C -14.99978 -12.07333 -13.97126
O -13.97334 -12.87665 -13.48250
C -13.93294 -14.22779 -13.85146
C -12.89765 -14.51645 -14.92765
O -13.33722 -13.86722 -16.13091
C -12.70917 -12.62572 -16.39879
H -15.49389 -11.51173 -10.57927
H -15.48896 -9.77342 -10.42695
H -14.11501 -10.58381 -11.15779
H -14.06741 -10.38853 -13.30821
H -15.66673 -10.08803 -14.25416
H -14.97238 -11.95090 -15.06958
H -15.97492 -12.57786 -13.88664
H -14.91117 -14.57416 -14.19903
H -13.74776 -14.78815 -12.92950
H -12.88859 -15.54707 -15.29952
H -11.84103 -14.36974 -14.68438
H -12.69422 -12.01919 -15.48337
H -13.21500 -11.99816 -17.12923
H -11.66366 -12.82036 -16.66019
C -20.46039 -8.66431 -24.33680
O -21.06052 -7.39508 -24.51001
C -21.82635 -6.87495 -23.46388
C -23.20340 -7.51623 -23.27499
O -23.00905 -8.84066 -22.83859
C -24.14221 -9.64941 -22.71949
C -24.28918 -10.73493 -23.75371
O -23.31621 -11.75269 -23.60884
C -23.76913 -13.06325 -23.70912
H -19.75179 -8.67759 -25.16386
H -21.12811 -9.52573 -24.39667
H -19.95361 -8.74712 -23.36771
H -21.89982 -5.80057 -23.63858
H -21.27617 -7.01011 -22.51761
H -23.73574 -7.49770 -24.23142
H -23.72952 -6.90520 -22.53191
H -25.06006 -9.05762 -22.83655
H -24.16720 -10.11853 -21.73149
H -24.22908 -10.28596 -24.75445
H -25.29593 -11.16463 -23.75684
H -24.31803 -13.32201 -24.62598
H -24.50923 -13.33188 -22.93973
H -22.93643 -13.75667 -23.62223
C -15.33304 -8.23596 -16.78561
O -16.25388 -8.76640 -17.71440
C -17.17943 -9.71005 -17.14893
C -17.84546 -10.36624 -18.33567
O -18.81775 -9.44562 -18.82068
C -19.26521 -9.67902 -20.13381
C -20.22315 -10.78351 -20.32119
O -19.59443 -12.07603 -20.13168
C -20.50203 -13.04142 -19.61474
H -14.43590 -8.86844 -16.75081
H -15.72067 -8.29585 -15.76061
H -15.04404 -7.21241 -17.00294
H -17.92253 -9.22529 -16.51088
H -16.60459 -10.36614 -16.48902
H -18.34455 -11.30299 -18.08337
H -17.09181 -10.59548 -19.09303
H -18.37995 -9.70072 -20.78564
H -19.73341 -8.75317 -20.49473
H -20.54274 -10.83894 -21.36702
H -21.12504 -10.73671 -19.70846
H -21.40147 -12.99217 -20.23389
H -20.77903 -12.85193 -18.57543
H -20.01356 -14.00671 -19.70359
*
```

Results
Structure (SMILES): CCOS(C)(=O)=O.COCCOCCOC.COCCOCCOC.COCCOCCOC.COCCOCCOC.COCCOCCOC
Energy above the lowest of the compared OMol25 structures with the same formula, charge and spin, kJ/mol: 0.00
LUMO, eV: 0.58

Results of the Löwdin charge analysis, in e, for atoms 1 through 8: number 1, O, carries -0.261; number 2, S, carries 0.646; number 3, O, carries -0.301; number 4, O, carries -0.247; number 5, C, carries -0.321; number 6, C, carries -0.054; number 7, C, carries -0.097; number 8, H, carries 0.120

Total energy (Eh)
-3494.7747, -1748.6554, -3056.2469